1.
A single C7H6 molecule. Source: the OMol25 dataset; level of theory: the ωB97M-V functional and the def2-TZVPD basis.

Its HOMO-LUMO gap (alpha / beta) is 0.317 / 0.309 Eh. As for the total charge: 0. The HOMO energy (alpha / beta) is -0.337 / -0.335 Eh. The calculation puts the energy above the lowest of the compared OMol25 structures with the same formula, charge and spin at 296.1 kJ/mol.

```
13
Properties=species:S:1:pos:R:3:nbo_charge:R:1
C 1.15537 -1.56535 -0.40065 -0.601
C -1.46471 1.73673 0.23498 0.160
C -0.72787 1.09302 1.23236 -0.353
C -0.24186 0.44349 -1.32845 0.163
C 0.04780 -0.05122 0.96358 -0.177
C -1.06675 1.51678 -1.24063 -0.385
C 0.23762 -0.35461 -0.32349 -0.147
H 0.57026 -0.59379 1.72952 0.213
H 2.23257 -1.36006 -0.69374 0.221
H -1.86855 1.88664 -1.94498 0.247
H 0.68299 -2.35316 -1.00654 0.220
H 1.23243 -1.96098 0.57501 0.206
H -0.78931 1.56252 2.20304 0.232
```

=====

2.
A molecular structure, C43H106N7NaO17. Source: the OMol25 dataset; level of theory: the ωB97M-V functional and the def2-TZVPD basis.

Its HOMO-LUMO gap is 0.292 Eh. As for the total charge: 0. The HOMO energy is -0.302 Eh. The calculation puts the energy above the lowest of the compared OMol25 structures with the same formula, charge and spin at 0.0 kJ/mol.

```
174
Properties=species:S:1:pos:R:3:lowdin_charge:R:1
Na -3.43318 -2.65028 0.67348 0.551
O 2.16342 -4.17512 6.01322 -0.194
O -6.97175 2.69595 -6.93533 -0.196
O 3.51727 -4.03709 -1.09201 -0.187
O -3.50103 -2.51277 3.21391 -0.193
O -3.45125 1.00301 -3.98764 -0.200
O -1.90504 -6.74849 -0.08319 -0.188
O -0.28976 0.12618 -0.36284 0.064
O 5.77961 1.05525 -2.29814 -0.183
O 7.74626 -2.34494 -5.63919 -0.186
O -2.29357 -0.54301 0.32966 -0.093
O -4.22710 1.23296 4.64227 -0.208
O -0.79700 -2.08198 -0.07601 -0.027
O 2.37585 3.35078 -3.06375 -0.175
O 0.30090 2.84918 2.47365 -0.179
O -2.13232 3.97947 -0.91358 -0.200
O 2.19388 -0.55934 3.59318 -0.188
O 1.91604 7.04089 4.52454 -0.201
N 4.57687 -4.04481 -4.58844 -0.052
N 3.02131 0.59190 -3.30511 -0.053
N -6.23114 1.29264 -4.46051 -0.059
N -4.71796 3.07038 1.52334 -0.063
N 0.55219 -3.09629 4.08537 -0.051
N -3.38375 -4.97443 1.66245 -0.072
N 1.92287 5.09397 2.11422 -0.057
C -2.74245 -1.56305 3.94764 -0.076
C 3.02926 4.31423 -2.27343 -0.104
C -5.53264 1.72569 -3.24490 -0.213
C -7.92575 2.02602 -6.11385 -0.222
C 0.62815 3.25679 1.15475 -0.223
C -4.36494 0.79739 -2.92690 -0.217
C -4.09111 2.34451 3.77316 -0.216
C -2.19849 0.38270 -3.79115 -0.097
C 1.68004 2.38157 -2.30036 -0.215
C 3.46717 0.00400 3.47262 -0.120
C 1.65593 1.08244 -3.08725 -0.194
C 1.03825 -4.46439 3.93457 -0.194
C -1.74271 -6.88360 -1.47238 -0.118
C 2.02098 -1.63806 2.70325 -0.233
C 8.55587 -1.33140 -5.10822 -0.130
C 3.34089 -4.22492 -2.48416 -0.229
C -2.01487 4.28925 -2.28106 -0.095
C -7.12122 2.33743 -8.28302 -0.133
C -3.49433 -3.76002 3.88441 -0.219
C 2.85698 6.91471 3.45541 -0.208
C -1.14747 -0.88720 -0.09479 -0.797
C -4.80503 1.96021 2.45624 -0.189
C 0.96832 4.72438 1.07667 -0.199
C 5.11497 -0.18805 -2.34342 -0.219
C 6.49686 -2.40900 -4.94579 -0.227
C 2.41367 -4.64120 7.33828 -0.092
C 1.30180 -5.05141 5.32385 -0.237
C -1.36797 -5.50549 0.38322 -0.194
C 4.72728 -4.24095 -3.15766 -0.210
C -3.40687 3.29976 0.94947 -0.209
C -3.46428 3.84286 -0.46765 -0.210
C 2.37122 7.74373 5.64189 -0.138
C 5.88878 -3.77458 -5.19334 -0.210
C -0.12277 1.50590 2.51045 -0.100
C 2.07237 6.53718 2.20697 -0.205
C 5.87403 1.63836 -1.02133 -0.110
C -1.96223 -5.31139 1.77347 -0.185
C 0.64889 -2.24937 2.90831 -0.187
C -7.40449 2.12460 -4.66558 -0.215
C -3.26926 1.31803 5.69234 -0.114
C -4.05587 -4.82390 2.96082 -0.199
C 3.60357 -0.08927 -2.13974 -0.181
C 2.31002 -3.66452 -0.46945 -0.106
H 3.56762 3.88990 -1.41922 0.081
H 3.64315 0.83676 4.15414 0.089
H 4.87606 1.67307 -0.57414 0.072
H -0.28355 -5.64072 0.34416 0.119
H -0.68856 -6.93348 -1.77694 0.088
H 1.75810 -6.03177 5.13317 0.123
H 3.62379 0.36119 2.44679 0.085
H 1.33136 4.97439 0.08255 0.098
H 2.33819 8.83222 5.53784 0.085
H -1.49331 0.80628 -4.50898 0.086
H -0.83224 0.90923 -0.19091 0.075
H -2.56791 5.17872 -2.59744 0.092
H -2.25939 -0.68737 -4.00587 0.093
H -8.11972 2.57927 -8.66588 0.088
H 5.29596 -5.12015 -2.83348 0.125
H -3.95361 4.82009 -0.46990 0.133
H -1.01142 1.28160 1.91624 0.066
H -4.31253 1.07764 2.03411 0.109
H -2.27231 1.21443 5.25388 0.078
H 8.83294 -1.50501 -4.06370 0.089
H 5.89919 -1.60779 -5.39192 0.130
H 3.40273 -4.29578 7.63075 0.087
H 2.47962 -3.53709 0.59977 0.073
H 6.62709 -4.56263 -4.98990 0.121
H -3.91109 -5.74459 1.26457 0.119
H -0.97164 4.50058 -2.51759 0.081
H 4.27748 -4.92855 -4.98588 0.110
H 1.63269 -4.22547 7.98091 0.090
H 5.76571 -3.86017 -6.27835 0.121
H -1.40702 -4.48903 2.22560 0.100
H 3.58059 6.16450 3.78171 0.125
H 0.72911 0.89579 2.18876 0.081
H 2.80937 -2.39641 2.80875 0.119
H 6.69516 1.23759 -0.42301 0.089
H 6.11877 2.70385 -1.10296 0.085
H 2.00485 -4.44662 3.40413 0.113
H -6.89849 1.27061 -8.43060 0.088
H 1.75463 7.48925 6.50621 0.084
H -8.86467 2.58808 -6.20781 0.120
H 2.65830 6.90693 1.36351 0.118
H 1.48917 2.64249 0.84631 0.118
H 3.34470 7.87835 3.27232 0.118
H -8.25173 1.77770 -4.07284 0.118
H -5.82518 1.72674 2.75865 0.121
H -2.72680 2.44005 0.98630 0.103
H 5.53391 -0.93022 -1.64744 0.123
H -3.96629 1.13224 -1.96112 0.104
H -3.33423 2.27755 6.21706 0.089
H 6.61481 -2.16621 -3.88630 0.093
H -6.20610 1.86981 -2.39925 0.118
H -5.61397 1.27627 -5.25824 0.107
H 3.37947 7.43012 5.94080 0.085
H 1.52415 -4.42145 -0.55932 0.075
H 3.18682 -1.09434 -2.24631 0.104
H 8.13195 -0.32477 -5.21278 0.090
H 2.82736 -5.18219 -2.64835 0.120
H -2.88809 4.04499 1.56503 0.122
H -0.19286 2.96021 0.49266 0.097
H -6.38197 2.82219 -8.92490 0.085
H -4.13162 -3.66620 4.76959 0.134
H -8.14783 1.00882 -6.44886 0.120
H -1.88448 -6.23272 2.35867 0.133
H -2.17629 -6.03932 -2.01731 0.088
H 0.41556 -5.09221 3.29534 0.099
H 0.30902 -2.77370 2.01466 0.101
H -4.00802 3.09835 -1.06137 0.103
H -1.76381 0.59544 -2.81028 0.076
H 2.20162 2.22750 -1.34887 0.094
H 4.29217 -0.68097 3.71250 0.089
H -5.14019 2.72686 -3.47553 0.116
H 3.56127 1.38795 -3.62612 0.102
H 2.28440 5.01056 -1.87802 0.072
H -0.24394 1.21208 3.55349 0.090
H 2.71297 -3.43534 -2.90418 0.115
H -2.50192 -4.10697 4.19153 0.117
H 1.93828 -2.71371 -0.86023 0.078
H 5.39296 -0.58722 -3.32049 0.095
H -2.63988 -0.66316 3.34422 0.086
H -3.32034 -1.28933 4.84159 0.084
H -5.51021 3.12221 0.90398 0.104
H 2.09308 -1.26191 1.66993 0.120
H -2.31886 3.42736 -2.88354 0.082
H -3.45204 0.54986 6.44247 0.084
H 3.33755 0.37170 -1.18380 0.101
H 0.38207 -5.21401 5.89740 0.123
H 0.67844 2.72569 -2.00917 0.109
H 1.07360 6.98167 2.27853 0.121
H 3.76002 4.88155 -2.84590 0.090
H -1.62129 -4.64487 -0.24466 0.109
H -4.61071 3.20115 4.21287 0.129
H -2.17353 -7.80681 -1.85664 0.087
H 0.98700 0.28417 -2.75605 0.106
H 9.47312 -1.31021 -5.70090 0.086
H 2.39414 -5.72980 7.42370 0.084
H -4.62526 -0.26465 -2.90075 0.126
H -0.03638 -1.41342 3.08506 0.101
H -7.13213 3.17932 -4.55030 0.119
H -4.08690 -5.76816 3.52577 0.125
H 1.68219 4.59332 2.95846 0.108
H 5.20505 -3.37936 -2.68416 0.103
H -1.78767 -1.95718 4.30536 0.076
H -3.04368 2.54289 3.52002 0.112
H 1.26537 1.14744 -4.11281 0.114
H 0.96047 -2.67349 4.90580 0.105
H 0.01394 5.24589 1.25761 0.121
H -5.11960 -4.61989 2.80011 0.122
```

=====

3.
A molecular structure, C3H5MnO2. Source: the OMol25 dataset; level of theory: the ωB97M-V functional and the def2-TZVPD basis.

Its HOMO-LUMO gap (alpha / beta) is 0.247 / 0.224 Eh. As for the total charge: 0. The HOMO energy (alpha / beta) is -0.240 / -0.264 Eh. Its multiplicity is 7.

```
11
Properties=species:S:1:pos:R:3:mulliken_spin:R:1
Mn 0.97076 1.90523 0.11868 5.706
O -0.38345 -0.38565 -0.57319 -0.005
O 1.63387 -0.69404 -0.27650 -0.009
C 0.48223 -1.33919 -0.32815 -0.002
C -1.44478 -0.14255 0.33566 -0.186
C -2.04796 1.07923 0.08930 0.363
H -1.98928 -1.07236 0.51786 0.017
H 2.36526 -1.30604 -0.12956 0.005
H -1.97717 1.52663 -0.90676 0.014
H -0.06409 0.73095 1.37529 0.113
H -2.59849 1.50746 0.93048 -0.017
```

=====

4.
A single C2H4S2 molecule. Source: the OMol25 dataset; level of theory: the ωB97M-V functional and the def2-TZVPD basis.

Its HOMO-LUMO gap is 0.306 Eh. As for the total charge: 0. The HOMO energy is -0.330 Eh. The calculation puts the energy above the lowest of the compared OMol25 structures with the same formula, charge and spin at 191.8 kJ/mol.

```
8
Properties=species:S:1:pos:R:3:nbo_charge:R:1
S -1.94009 -0.29458 -0.03042 0.137
S 1.93738 -0.33992 0.07665 -0.032
C -0.78043 0.62453 0.42975 -0.328
C 0.38719 0.53188 -0.53370 -0.600
H -0.29462 -0.07378 -1.21561 0.249
H 0.82025 1.59622 -0.79156 0.231
H 2.40434 0.90124 0.41617 0.128
H -0.52709 0.78983 1.47508 0.215
```

=====

Summary of strongest force on any atom in eV/Å
4.41; 2.94; 3.40; 4.17
(order as listed above)